[1]
This record from OMol25 describes a molecular structure, C25H26F6N5O12ReS4 at a distorted geometry. The level of theory is ωB97M-V/def2-TZVPD.

The geometry in ORCA input format:
```
! RIJCOSX wB97M-V def2-TZVPD def2/J DEFGRID3
* xyz 1 2
Re 0.220 0.146 0.104
F -1.516 -1.442 3.373
C -2.204 -1.981 2.365
F -2.988 -2.933 2.826
F -2.945 -1.053 1.775
S -0.987 -2.716 1.151
O 0.104 -1.699 1.018
O -0.566 -3.925 1.741
N -1.815 -2.843 -0.168
S -1.383 -1.894 -1.347
O -1.544 -0.473 -0.961
O -0.153 -2.248 -1.965
C -2.700 -2.150 -2.623
F -3.898 -2.054 -2.073
F -2.531 -1.184 -3.517
F -2.546 -3.324 -3.194
C 1.144 0.680 6.066
C 2.114 1.565 5.289
N 2.476 1.043 3.965
C 3.751 0.326 3.829
C 3.592 -1.180 4.032
C 1.609 1.166 2.967
S 2.133 0.550 1.375
N 0.462 1.766 3.209
C -0.674 1.730 2.536
O -0.939 0.929 1.580
C -1.730 2.663 2.949
C -1.581 3.476 4.075
C -2.589 4.354 4.427
C -3.753 4.416 3.670
C -3.904 3.616 2.546
C -2.894 2.746 2.180
H 0.968 1.129 7.043
H 1.550 -0.319 6.219
H 0.193 0.594 5.542
H 3.038 1.690 5.848
H 1.660 2.545 5.140
H 4.439 0.735 4.566
H 4.164 0.520 2.842
H 3.279 -1.404 5.050
H 4.545 -1.674 3.847
H 2.856 -1.585 3.336
H -0.680 3.402 4.666
H -2.469 4.991 5.292
H -4.547 5.091 3.963
H -4.808 3.676 1.954
H -2.985 2.124 1.299
O -0.135 1.915 -0.905
S 0.376 3.278 -1.402
C 1.768 2.965 -2.532
C 2.999 2.795 -1.657
C 2.905 3.896 -0.600
C 1.474 3.876 -0.063
H 1.840 3.846 -3.172
H 1.523 2.096 -3.143
H 3.910 2.877 -2.248
H 2.985 1.814 -1.186
H 3.117 4.863 -1.059
H 3.612 3.735 0.215
H 1.122 4.843 0.291
H 1.342 3.134 0.722
O 2.652 -1.859 -0.515
C 2.420 -1.098 -1.427
O 1.453 -0.195 -1.427
C 3.239 -1.053 -2.683
C 2.772 -0.332 -3.774
C 3.607 -0.117 -4.854
C 4.885 -0.641 -4.903
C 5.316 -1.373 -3.812
C 4.520 -1.585 -2.700
N 6.693 -1.906 -3.813
O 7.034 -2.559 -2.849
O 7.382 -1.653 -4.779
N 3.143 0.767 -5.931
O 3.624 0.620 -7.031
O 2.302 1.599 -5.624
H 1.766 0.058 -3.771
H 5.531 -0.462 -5.750
H 4.901 -2.147 -1.860
*
```

Strongest force on any atom in eV/Å: 1.8
HOMO-LUMO gap (alpha / beta) in hartree: 0.223 / 0.232
Highest occupied orbital energy (alpha / beta) in eV: -11.7 / -11.5
LUMO level (alpha / beta) in eV: -5.6 / -5.2

***

[2]
This record from OMol25 describes a single C25H26N2O4 molecule. The level of theory is ωB97M-V/def2-TZVPD.

The geometry in ORCA input format:
```
! RIJCOSX wB97M-V def2-TZVPD def2/J DEFGRID3
* xyz 0 1
C -0.136 4.665 -1.475
C 1.215 4.587 -0.776
O 2.303 4.590 -1.692
C 2.541 3.570 -2.546
C 3.385 3.888 -3.610
C 3.761 2.952 -4.559
C 3.296 1.659 -4.477
C 2.455 1.296 -3.422
C 2.083 2.241 -2.451
O 1.279 1.879 -1.412
C 0.780 0.625 -1.241
O 0.069 0.434 -0.283
C 1.162 -0.377 -2.231
C 1.942 -0.032 -3.278
H 2.194 -0.766 -4.030
C 0.521 -1.736 -2.159
O -0.259 -2.083 -3.028
N 0.864 -2.524 -1.127
C 1.800 -2.208 -0.078
H 2.554 -3.004 -0.045
C 1.059 -2.114 1.276
N -0.090 -3.001 1.344
C 0.103 -4.164 0.514
C 0.210 -3.813 -0.983
H 0.775 -4.583 -1.522
H -0.776 -3.729 -1.446
H -0.725 -4.859 0.670
H 1.020 -4.657 0.852
C -1.374 -2.328 1.149
C -1.834 -1.718 2.435
C -3.059 -1.869 2.932
C -3.579 -1.296 4.166
C -4.836 -1.701 4.620
C -5.370 -1.196 5.790
C -4.660 -0.269 6.534
C -3.414 0.149 6.094
C -2.879 -0.357 4.925
H -1.912 -0.012 4.593
H -2.857 0.876 6.667
H -5.075 0.128 7.448
H -6.343 -1.526 6.124
H -5.397 -2.425 4.045
H -3.768 -2.484 2.388
H -1.091 -1.129 2.952
H -2.108 -3.062 0.811
H -1.305 -1.534 0.389
H 0.719 -1.089 1.428
H 1.757 -2.375 2.081
H 2.310 -1.270 -0.299
H 3.569 0.917 -5.210
H 4.414 3.246 -5.365
H 3.739 4.905 -3.667
H 1.384 5.491 -0.185
H 1.257 3.719 -0.113
H -0.335 3.759 -2.041
H -0.920 4.785 -0.732
H -0.158 5.515 -2.154
*
```

Strongest force on any atom in eV/Å: 0.7
SMILES: CCOc1cccc2cc(C(=O)N3CCN(C/C=C/c4ccccc4)CC3)c(=O)oc12
HOMO-LUMO gap in hartree: 0.288
Highest occupied orbital energy in eV: -8.2
LUMO level in eV: -0.4

***

[3]
This record from OMol25 describes a molecular structure, C25H26N4O2S at a distorted geometry. The level of theory is ωB97M-V/def2-TZVPD.

The geometry in ORCA input format:
```
! RIJCOSX wB97M-V def2-TZVPD def2/J DEFGRID3
* xyz 0 1
C -5.320 -0.335 1.150
C -4.980 -1.598 1.883
H -5.899 -2.060 1.986
H -4.670 -1.398 2.845
S -3.996 -2.951 0.897
C -2.511 -2.037 1.041
C -1.621 -2.552 0.226
C -0.308 -1.825 -0.164
C 0.014 -0.747 0.681
C -0.816 -0.366 1.709
C -2.162 -0.702 1.847
H -2.887 -0.440 2.480
H -0.567 0.295 2.285
C 1.410 -0.093 0.708
N 2.425 -0.903 0.170
N 3.432 -0.123 0.503
C 3.198 0.974 0.888
C 1.761 1.090 1.105
C 1.081 2.351 1.403
C -0.114 2.771 0.900
C -0.940 3.719 1.262
N -1.704 4.615 1.966
C -0.395 2.430 -0.572
O 0.365 1.822 -1.166
N -1.622 2.852 -1.296
H -2.182 3.133 -0.418
C -2.018 2.363 -2.436
H -1.079 2.559 -3.048
C -3.060 1.340 -2.558
C -2.273 -0.009 -2.293
O -2.871 -0.943 -3.103
C -4.178 -1.471 -2.706
H -4.873 -0.631 -2.721
H -4.444 -2.462 -3.166
H -4.142 -1.761 -1.509
H -1.226 0.260 -2.662
H -2.285 -0.152 -1.453
H -3.275 1.400 -3.455
H -3.897 1.547 -2.044
H -2.621 3.610 -2.651
H 1.318 2.621 2.578
H 3.726 2.009 1.189
C 4.666 -0.612 0.043
C 5.863 0.062 0.189
C 7.034 -0.253 -0.284
C 7.391 -1.659 -0.743
C 6.174 -2.473 -0.833
C 4.992 -2.005 -0.469
H 3.986 -2.347 -0.715
H 6.028 -3.297 -1.230
H 8.223 -1.942 -1.068
H 8.051 0.333 -0.147
H 6.048 1.262 0.468
H 0.495 -2.289 -0.666
H -1.692 -3.315 -0.466
H -4.392 0.283 1.084
H -6.063 0.275 1.532
H -5.905 -0.585 0.164
*
```

Strongest force on any atom in eV/Å: 19.0
HOMO-LUMO gap in hartree: 0.240
Highest occupied orbital energy in eV: -8.0
LUMO level in eV: -1.5

***

[4]
This record from OMol25 describes a single C25H26N4O4S molecule at a distorted geometry. The level of theory is ωB97M-V/def2-TZVPD.

The geometry in ORCA input format:
```
! RIJCOSX wB97M-V def2-TZVPD def2/J DEFGRID3
* xyz 0 1
C -5.883 -0.840 0.402
C -4.868 0.286 0.272
C -3.831 0.010 -0.808
C -2.973 1.251 -1.083
O -3.320 2.353 -0.743
N -1.849 0.989 -1.830
C -0.640 1.671 -1.613
C -0.605 3.038 -1.383
C 0.577 3.674 -1.013
C 1.704 2.902 -0.889
C 1.677 1.533 -1.159
C 0.525 0.894 -1.531
H 0.513 -0.167 -1.725
O 2.921 1.001 -0.958
C 3.732 2.073 -0.527
O 2.972 3.261 -0.509
H 4.110 1.860 0.487
H 4.584 2.189 -1.215
H 0.603 4.732 -0.817
H -1.518 3.603 -1.454
H -1.720 0.016 -2.086
H -4.323 -0.297 -1.737
S -2.789 -1.448 -0.380
C -1.606 -0.669 0.635
N -1.734 0.562 0.957
C -0.707 1.215 1.598
C -0.854 2.576 1.867
C 0.185 3.274 2.443
C 1.380 2.638 2.766
C 1.539 1.290 2.520
C 0.500 0.568 1.938
C 0.598 -0.836 1.641
N 1.538 -1.662 1.874
C 1.149 -2.951 1.354
C -0.237 -2.754 0.760
O -0.997 -3.527 0.238
N -0.507 -1.412 0.982
H 1.062 -3.653 2.193
C 2.195 -3.518 0.381
H 3.105 -3.675 0.962
C 2.514 -2.600 -0.808
C 3.933 -2.872 -1.303
H 4.658 -2.672 -0.518
H 4.164 -2.231 -2.150
H 4.035 -3.909 -1.616
C 1.528 -2.802 -1.957
H 1.618 -3.811 -2.354
H 1.741 -2.100 -2.762
H 0.498 -2.664 -1.638
H 2.472 -1.559 -0.470
H 1.839 -4.486 0.022
H 2.451 0.768 2.764
H 2.185 3.203 3.210
H 0.072 4.329 2.642
H -1.782 3.052 1.592
H -4.347 0.445 1.218
H -5.370 1.221 0.015
H -6.592 -0.615 1.194
H -6.435 -0.968 -0.528
H -5.389 -1.780 0.639
*
```

Strongest force on any atom in eV/Å: 1.3
SMILES: CC[C@H](SC1=Nc2ccccc2C2=N[C@H](CC(C)C)C(=O)N12)C(=O)Nc1ccc2c(c1)OCO2
HOMO-LUMO gap in hartree: 0.284
Highest occupied orbital energy in eV: -7.9
LUMO level in eV: -0.1

***

[5]
This record from OMol25 describes 2 unconnected molecules or ions with the total composition C25H26NO7S2 at a distorted geometry. The level of theory is ωB97M-V/def2-TZVPD.

The geometry in ORCA input format:
```
! RIJCOSX wB97M-V def2-TZVPD def2/J DEFGRID3
* xyz -1 1
C 5.760 1.819 3.353
O 4.969 0.647 3.667
C 3.885 0.392 2.879
C 3.033 -0.681 3.250
C 1.922 -0.989 2.482
C 1.657 -0.293 1.281
C 0.560 -0.614 0.355
N 0.733 -0.101 -0.881
S 1.464 -0.874 -2.114
C 1.351 0.438 -3.321
C 0.267 1.312 -3.294
C 0.213 2.379 -4.196
C 1.221 2.577 -5.145
C 1.156 3.749 -6.091
C 2.294 1.676 -5.180
C 2.369 0.613 -4.276
O 2.882 -1.048 -1.903
O 0.619 -1.965 -2.545
C 2.477 0.796 0.949
C 3.573 1.148 1.723
H 6.537 1.822 4.119
H 6.208 1.771 2.347
H 5.161 2.740 3.430
H 3.300 -1.246 4.139
H 1.255 -1.795 2.772
H -0.977 -0.400 1.684
H -0.532 1.170 -2.576
H -0.624 3.079 -4.171
H 2.033 3.768 -6.745
H 0.259 3.705 -6.720
H 1.118 4.705 -5.554
H 3.074 1.840 -5.929
H 3.216 -0.067 -4.312
H 2.260 1.382 0.063
H 4.196 1.995 1.434
C -0.519 -5.261 3.121
C -1.242 -4.328 2.186
O -0.472 -3.147 1.874
C -1.221 -2.361 1.075
C -0.707 -0.956 0.750
S -2.625 0.779 -0.733
C -3.999 0.627 0.429
C -4.879 -0.442 0.278
C -6.069 -0.461 1.008
C -6.322 0.566 1.933
C -5.354 1.549 2.194
C -4.171 1.565 1.446
O -2.057 2.097 -0.520
O -3.138 0.461 -2.054
O -2.316 -2.741 0.682
H -1.126 -6.175 3.127
H 0.493 -5.528 2.794
H -0.498 -4.892 4.153
H -1.480 -4.837 1.246
H -2.184 -4.026 2.650
H -1.380 -0.632 -0.117
H -4.638 -1.244 -0.418
H -6.791 -1.268 0.844
H -7.270 0.582 2.474
H -5.516 2.306 2.972
H -3.405 2.315 1.633
*
```

Strongest force on any atom in eV/Å: 5.7
HOMO-LUMO gap in hartree: 0.190
Highest occupied orbital energy in eV: -3.3
LUMO level in eV: 1.9

***

[6]
This record from OMol25 describes a molecular structure, C25H27AlCl2OP at a distorted geometry. The level of theory is ωB97M-V/def2-TZVPD.

The geometry in ORCA input format:
```
! RIJCOSX wB97M-V def2-TZVPD def2/J DEFGRID3
* xyz -1 1
Al -0.629 -2.160 1.038
Cl -2.235 -2.979 -0.111
Cl 1.075 -3.291 1.715
C -1.467 -1.748 2.763
H -0.874 -2.141 3.598
H -2.457 -2.222 2.775
C 0.817 -1.937 -2.626
C 0.747 -2.734 -1.616
H 0.930 -0.856 -2.483
C 0.461 -4.206 -1.766
H 1.033 -2.414 -0.603
C 1.001 -4.771 -3.093
H 0.867 -4.774 -0.922
H -0.628 -4.361 -1.744
C 0.614 -3.905 -4.284
H 2.095 -4.826 -3.028
H 0.640 -5.798 -3.240
C 0.764 -2.377 -4.065
H 1.220 -4.197 -5.146
H -0.428 -4.097 -4.557
H 1.667 -2.035 -4.597
H -0.075 -1.874 -4.568
O -0.197 -0.529 0.397
P -0.190 0.949 0.856
C 0.018 1.026 2.636
C 1.031 1.848 3.193
C 1.143 1.958 4.582
C 0.252 1.265 5.409
C -0.727 0.439 4.836
C -0.798 0.264 3.463
C 1.162 1.783 0.033
C 1.139 3.180 -0.126
C 2.172 3.824 -0.809
C 3.221 3.073 -1.353
C 3.244 1.683 -1.196
C 2.224 1.034 -0.492
C -1.695 1.770 0.316
C -1.994 1.748 -1.057
C -3.035 2.537 -1.555
C -3.821 3.295 -0.680
C -3.581 3.242 0.696
C -2.526 2.477 1.200
H 1.703 2.408 2.534
H 1.915 2.597 5.009
H 0.314 1.363 6.489
H -1.422 -0.103 5.480
H -1.676 -0.560 2.987
H 0.307 3.763 0.277
H 2.151 4.909 -0.914
H 4.024 3.572 -1.901
H 4.055 1.088 -1.616
H 2.251 -0.049 -0.357
H -1.398 1.128 -1.732
H -3.227 2.558 -2.630
H -4.626 3.922 -1.077
H -4.214 3.806 1.384
H -2.340 2.435 2.276
*
```

Strongest force on any atom in eV/Å: 3.0
HOMO-LUMO gap (alpha / beta) in hartree: 0.235 / 0.133
Highest occupied orbital energy (alpha / beta) in eV: -3.6 / -0.9
LUMO level (alpha / beta) in eV: 2.7 / 2.8

***

[7]
This record from OMol25 describes a molecular structure, C25H27BCl2IrN5O4S at a distorted geometry. The level of theory is ωB97M-V/def2-TZVPD.

The geometry in ORCA input format:
```
! RIJCOSX wB97M-V def2-TZVPD def2/J DEFGRID3
* xyz 2 5
Ir 0.623 0.056 0.429
O -0.773 6.043 -3.368
N -1.170 4.978 -3.824
O -1.663 4.798 -4.969
C -1.177 3.730 -3.014
C -1.528 2.573 -3.710
C -1.270 1.289 -3.203
C -1.382 0.093 -3.956
C -0.779 -1.061 -3.482
C -0.263 -1.097 -2.186
N -0.204 -0.007 -1.369
C -0.595 1.198 -1.926
C -0.279 2.404 -1.216
N 0.447 2.140 -0.069
C 0.791 3.126 0.722
C 0.658 4.442 0.283
C -0.032 4.725 -0.876
C -0.569 3.695 -1.727
H -1.705 2.726 -4.783
H -1.936 0.131 -4.928
H -0.715 -2.021 -4.047
H -0.028 -1.957 -1.649
H 1.093 2.998 1.754
H 1.178 5.205 0.897
H -0.070 5.764 -1.220
N 4.299 -1.903 5.684
C 4.744 -1.226 4.619
S 6.396 -1.086 4.321
C 3.719 -0.594 3.783
C 4.012 0.066 2.638
C 3.078 0.312 1.657
N 1.762 -0.076 1.917
C 1.342 -0.488 3.134
C 2.307 -0.643 4.125
H 4.855 -2.256 6.429
H 3.323 -2.220 5.734
H 5.031 0.087 2.285
H 3.496 0.674 0.735
H 0.276 -0.654 3.253
H 2.039 -0.862 5.169
C -2.805 -3.528 2.282
C -2.452 -3.062 0.830
C -2.534 -4.212 -0.148
O -1.076 -2.532 0.806
B -1.192 -1.145 0.745
O -2.457 -0.634 0.643
C -3.378 -1.796 0.419
C -3.855 -1.743 -1.015
C -4.608 -1.599 1.353
H -2.149 -4.349 2.561
H -3.797 -3.961 2.307
H -2.760 -2.685 2.988
H -1.955 -5.097 0.269
H -2.081 -3.970 -1.083
H -3.581 -4.509 -0.314
H -3.079 -1.952 -1.739
H -4.140 -0.675 -1.297
H -4.712 -2.480 -1.183
H -4.209 -1.408 2.322
H -5.208 -2.558 1.293
H -5.209 -0.782 0.973
Cl 6.234 2.228 -1.891
C 5.477 1.946 -3.467
Cl 6.517 1.201 -4.703
H 5.054 2.933 -3.742
H 4.623 1.270 -3.255
*
```

Strongest force on any atom in eV/Å: 7.6
HOMO-LUMO gap (alpha / beta) in hartree: 0.230 / 0.166
Highest occupied orbital energy (alpha / beta) in eV: -13.3 / -13.4
LUMO level (alpha / beta) in eV: -7.1 / -8.8